No. 1
Molecular formula: C6H12O
Method: DFT, the ωB97M-V functional and the def2-TZVPD basis

Each line ends with the Löwdin charge.
Element x y z (Å)
1 C 1.853 -0.508 0.325  0.013
2 C 0.825 0.362 -0.714  -0.275
3 O 0.694 1.674 -0.248  -0.138
4 C -0.298 1.703 0.779  -0.189
5 C -1.048 0.362 0.742  -0.150
6 C -0.698 -0.139 -0.658  -0.324
7 C -1.022 -1.610 -0.920  -0.071
8 H 1.929 -0.004 1.306  0.075
9 H 1.118 -1.246 0.177  0.001
10 H 2.874 -0.884 0.085  0.070
11 H 1.138 0.378 -1.770  0.140
12 H 0.177 1.886 1.751  0.116
13 H -0.954 2.545 0.537  0.119
14 H -0.643 -0.349 1.474  0.114
15 H -2.122 0.477 0.940  0.120
16 H -1.290 0.466 -1.376  0.148
17 H -2.080 -1.828 -0.718  0.082
18 H -0.834 -1.892 -1.963  0.079
19 H -0.426 -2.266 -0.277  0.069

The value obtained for the total energy is -8462.6022 eV. As for the spin multiplicity: 1. The LUMO energy comes out at 1.080 eV. The structure (SMILES) is C[C@@H]1OCC[C@@H]1C. As for the largest force on an atom: 0.054 hartree/bohr.

***

No. 2
Molecular formula: C3H3AgO2
Method: DFT, the ωB97M-V functional and the def2-TZVPD basis

Each line ends with the Löwdin charge.
Element x y z (Å)
1 C 1.427 -0.078 -0.820  -0.145
2 C 1.810 -1.358 -0.966  -0.049
3 H 2.677 -1.654 -1.571  0.092
4 H 2.052 0.644 -1.369  0.063
5 H 1.279 -2.190 -0.488  0.065
6 O -1.965 1.102 1.229  0.056
7 C -3.041 1.348 1.608  -0.329
8 O -4.090 1.607 1.987  0.317
9 Ag -0.150 0.579 0.389  0.931

The value obtained for the total energy is -11243.6548 eV. As for the spin multiplicity: 2. The LUMO energy (alpha / beta) comes out at -4.040 / -7.976 eV. As for the largest force on an atom: 0.073 hartree/bohr. As for the net charge: +1.

***

No. 3
Molecular formula: C6H14N2O6
Method: DFT, the ωB97M-V functional and the def2-TZVPD basis

Each line ends with the Löwdin charge.
Element x y z (Å)
1 C -2.910 -4.618 -10.831  0.030
2 N -2.037 -5.235 -11.837  -0.440
3 O -2.529 -6.161 -12.460  0.061
4 O -0.883 -4.804 -12.018  0.046
5 H -3.587 -3.909 -11.307  0.107
6 H -2.221 -4.187 -10.103  0.096
7 H -3.423 -5.429 -10.315  0.100
8 C -1.353 -2.627 -2.465  0.050
9 N -1.627 -3.525 -1.316  -0.493
10 O -1.956 -4.659 -1.527  0.071
11 O -1.468 -3.060 -0.221  0.067
12 H -2.343 -2.175 -2.512  0.106
13 H -1.204 -3.342 -3.274  0.097
14 H -0.515 -1.963 -2.253  0.103
15 C 3.552 4.130 8.431  -0.053
16 C 2.488 4.862 7.448  -0.142
17 O 2.147 3.894 6.364  -0.065
18 C 1.065 4.088 5.489  -0.475
19 C 0.732 2.905 4.726  -0.007
20 O 0.464 5.180 5.308  0.051
21 H 3.310 3.105 8.714  0.067
22 H 3.547 4.666 9.380  0.060
23 H 4.571 4.196 8.051  0.061
24 H 1.577 5.039 8.019  0.106
25 H 2.786 5.818 7.017  0.112
26 H 0.036 2.215 5.203  0.098
27 H 1.607 2.328 4.425  0.095
28 H 0.175 3.270 3.863  0.094

The value obtained for the total energy is -21707.7051 eV. As for the spin multiplicity: 1. The LUMO energy comes out at 0.019 eV. The structure (SMILES) is C[N+](=O)[O-].C[N+](=O)[O-].CCOC(C)=O. As for the largest force on an atom: 0.092 hartree/bohr.

***

No. 4
Molecular formula: C17H38NO10S2
Method: DFT, the ωB97M-V functional and the def2-TZVPD basis

Each line ends with the Löwdin charge.
Element x y z (Å)
1 O -1.527 4.135 3.827  -0.048
2 C -2.066 3.166 2.942  -0.264
3 C -1.528 3.312 1.530  -0.165
4 C -1.889 2.089 0.686  -0.120
5 C -0.821 0.968 0.810  -0.197
6 C -1.552 -0.112 1.550  0.042
7 N -2.186 -0.844 0.729  0.145
8 C -1.918 -0.471 -0.676  -0.046
9 C -0.549 0.148 -0.500  -0.198
10 C -0.020 1.101 -1.566  -0.148
11 O 0.930 1.934 -0.935  -0.097
12 C 1.352 2.994 -1.735  -0.253
13 O 0.252 3.770 -2.098  -0.118
14 C 0.574 4.681 -3.153  -0.169
15 C -0.640 5.557 -3.371  -0.224
16 O -0.711 5.922 -4.742  -0.053
17 H -1.352 4.932 3.305  0.091
18 H -1.777 2.185 3.310  0.112
19 H -3.150 3.261 2.958  0.124
20 H -0.454 3.447 1.572  0.124
21 H -1.976 4.193 1.087  0.123
22 H -2.861 1.742 1.017  0.122
23 H -2.009 2.397 -0.344  0.117
24 H 0.012 1.272 1.412  0.125
25 H -1.543 -0.266 2.610  0.164
26 H -2.764 -1.638 0.983  0.191
27 H -2.685 0.118 -1.151  0.146
28 H -1.818 -1.406 -1.217  0.127
29 H 0.209 -0.568 -0.202  0.145
30 H -0.838 1.664 -1.996  0.124
31 H 0.466 0.525 -2.352  0.141
32 H 1.907 2.649 -2.612  0.142
33 H 2.036 3.591 -1.131  0.147
34 H 0.809 4.153 -4.069  0.132
35 H 1.420 5.282 -2.826  0.131
36 H -1.494 4.948 -3.101  0.119
37 H -0.595 6.426 -2.729  0.120
38 H -1.635 5.856 -5.022  0.095
39 O -1.642 -4.657 -0.775  -0.293
40 S -0.860 -4.624 -1.978  0.550
41 O -1.409 -4.069 -3.176  -0.274
42 O -0.289 -6.069 -2.264  -0.257
43 C -1.225 -7.175 -2.324  -0.236
44 C -2.011 -7.203 -3.618  -0.068
45 C 0.682 -3.837 -1.645  -0.113
46 H -1.882 -7.142 -1.454  0.116
47 H -0.610 -8.067 -2.236  0.125
48 H -2.685 -6.351 -3.695  0.072
49 H -2.608 -8.114 -3.668  0.086
50 H -1.340 -7.172 -4.475  0.088
51 H 1.114 -4.272 -0.748  0.080
52 H 0.478 -2.779 -1.496  0.049
53 H 1.335 -3.975 -2.503  0.082
54 O 2.410 1.470 3.308  -0.261
55 S 2.581 0.177 2.724  0.564
56 O 1.438 -0.681 2.535  -0.299
57 O 3.711 -0.612 3.500  -0.254
58 C 3.595 -0.736 4.939  -0.233
59 C 2.564 -1.764 5.356  -0.069
60 C 3.426 0.328 1.189  -0.104
61 H 3.386 0.243 5.373  0.118
62 H 4.584 -1.038 5.274  0.126
63 H 1.556 -1.448 5.091  0.067
64 H 2.601 -1.909 6.435  0.087
65 H 2.753 -2.718 4.865  0.087
66 H 4.300 0.957 1.334  0.084
67 H 2.733 0.789 0.486  0.054
68 H 3.709 -0.665 0.847  0.080

The value obtained for the total energy is -61872.4148 eV. As for the spin multiplicity: 1. The LUMO energy comes out at -3.429 eV. As for the largest force on an atom: 0.055 hartree/bohr. As for the net charge: +1.

***

No. 5
Molecular formula: C5H10N2O
Method: DFT, the ωB97M-V functional and the def2-TZVPD basis

Each line ends with the Löwdin charge.
Element x y z (Å)
1 C 0.924 -1.460 -0.539  -0.096
2 C 1.031 0.014 -0.329  -0.401
3 C 2.107 0.681 0.618  -0.041
4 C -0.337 0.467 0.312  -0.149
5 N -0.955 1.374 -0.372  -0.046
6 O -2.097 1.910 0.122  -0.112
7 H 1.764 -1.776 -1.191  0.085
8 H -0.067 -1.814 -0.934  0.058
9 H 1.041 -1.999 0.388  0.072
10 H 1.162 0.550 -1.161  0.070
11 H 2.991 0.065 0.344  0.089
12 H 1.996 1.692 0.226  0.083
13 H 1.904 0.570 1.630  0.040
14 H -0.409 0.136 1.380  0.144
15 H -2.468 2.540 -0.573  0.136
16 C -2.936 -1.023 0.006  -0.085
17 N -2.222 -1.899 -0.099  0.073
18 H -3.430 -0.025 0.170  0.082

The value obtained for the total energy is -10371.1030 eV. As for the spin multiplicity: 1. The LUMO energy comes out at 0.713 eV. The structure (SMILES) is CC(C)/C=N/O.C#N. As for the largest force on an atom: 0.111 hartree/bohr.

***

No. 6
Molecular formula: C24H57BBrF2N2O13S
Method: DFT, the ωB97M-V functional and the def2-TZVPD basis

Each line ends with the Löwdin charge.
Element x y z (Å)
1 C -1.954 -0.464 1.270  -0.023
2 N -0.538 -0.407 1.757  -0.108
3 C -0.161 -1.657 2.463  -0.022
4 B 0.371 -0.108 0.744  -0.806
5 O 1.139 -0.860 -0.037  0.201
6 S 0.369 1.851 0.444  0.833
7 Br 1.785 2.164 -1.129  0.631
8 N 1.072 2.488 1.825  -0.202
9 C 1.832 1.554 2.634  -0.534
10 O 2.881 1.136 2.294  0.226
11 F 1.203 1.227 3.738  0.204
12 C 0.203 3.455 2.496  -0.547
13 O -0.465 3.269 3.430  0.251
14 F 0.305 4.566 1.829  0.182
15 H -2.048 -0.962 0.302  0.096
16 H -2.373 0.544 1.208  0.095
17 H -2.545 -0.990 2.018  0.082
18 H -0.378 -2.541 1.854  0.107
19 H -0.747 -1.714 3.383  0.104
20 H 0.900 -1.651 2.718  0.098
21 H 1.978 -0.514 -0.376  0.101
22 C 3.964 1.017 -3.997  -0.116
23 O 2.579 0.706 -3.969  -0.260
24 C 2.007 0.592 -5.270  -0.193
25 C 1.834 -0.853 -5.676  -0.204
26 O 3.077 -1.510 -5.828  -0.176
27 C 3.420 -2.335 -4.728  -0.106
28 H 4.347 0.906 -2.981  0.080
29 H 4.512 0.340 -4.654  0.090
30 H 4.129 2.048 -4.327  0.093
31 H 2.626 1.119 -6.001  0.131
32 H 1.025 1.075 -5.246  0.126
33 H 1.315 -0.888 -6.638  0.131
34 H 1.214 -1.374 -4.937  0.127
35 H 2.779 -3.218 -4.678  0.085
36 H 3.352 -1.787 -3.783  0.074
37 H 4.450 -2.656 -4.876  0.097
38 C -7.369 -1.545 -1.874  -0.106
39 O -6.795 -2.839 -1.848  -0.185
40 C -5.489 -2.902 -2.386  -0.206
41 C -4.443 -2.978 -1.297  -0.198
42 O -4.391 -1.783 -0.526  -0.209
43 C -5.060 -1.887 0.718  -0.115
44 H -8.290 -1.591 -1.295  0.092
45 H -6.703 -0.799 -1.431  0.082
46 H -7.613 -1.244 -2.898  0.091
47 H -5.294 -2.041 -3.034  0.127
48 H -5.422 -3.807 -2.997  0.129
49 H -3.459 -3.120 -1.755  0.124
50 H -4.645 -3.838 -0.651  0.129
51 H -4.501 -2.537 1.403  0.091
52 H -6.073 -2.278 0.602  0.092
53 H -5.108 -0.883 1.141  0.080
54 C 2.899 6.173 2.165  -0.119
55 O 3.759 6.294 1.052  -0.189
56 C 3.970 7.642 0.645  -0.197
57 C 5.298 8.177 1.128  -0.205
58 O 5.335 8.284 2.540  -0.186
59 C 6.064 7.252 3.176  -0.109
60 H 2.949 5.131 2.489  0.078
61 H 3.210 6.812 2.995  0.092
62 H 1.869 6.423 1.893  0.079
63 H 3.160 8.280 1.012  0.129
64 H 3.950 7.662 -0.448  0.126
65 H 5.441 9.179 0.714  0.129
66 H 6.112 7.541 0.768  0.128
67 H 7.138 7.357 2.989  0.091
68 H 5.740 6.263 2.842  0.082
69 H 5.887 7.346 4.246  0.091
70 C 2.811 -4.334 -1.711  -0.118
71 O 2.802 -5.073 -2.913  -0.204
72 C 4.070 -5.625 -3.245  -0.205
73 C 4.153 -7.095 -2.906  -0.202
74 O 4.092 -7.314 -1.508  -0.187
75 C 2.831 -7.768 -1.054  -0.110
76 H 1.774 -4.105 -1.464  0.087
77 H 3.257 -4.902 -0.890  0.087
78 H 3.362 -3.392 -1.831  0.076
79 H 4.869 -5.080 -2.731  0.130
80 H 4.212 -5.499 -4.323  0.125
81 H 5.111 -7.483 -3.263  0.129
82 H 3.354 -7.642 -3.418  0.129
83 H 2.645 -8.798 -1.377  0.091
84 H 2.019 -7.130 -1.413  0.082
85 H 2.853 -7.743 0.034  0.089
86 C -3.622 1.933 4.158  -0.099
87 O -3.978 0.691 3.571  -0.222
88 C -4.653 -0.184 4.468  -0.197
89 C -6.148 -0.189 4.242  -0.204
90 O -6.727 1.060 4.559  -0.181
91 C -7.042 1.855 3.431  -0.103
92 H -3.274 2.583 3.356  0.079
93 H -4.476 2.404 4.649  0.090
94 H -2.813 1.805 4.884  0.091
95 H -4.438 0.096 5.503  0.130
96 H -4.264 -1.195 4.302  0.121
97 H -6.597 -0.942 4.898  0.132
98 H -6.372 -0.467 3.206  0.113
99 H -7.888 1.433 2.878  0.091
100 H -6.187 1.954 2.755  0.081
101 H -7.322 2.839 3.799  0.092

The value obtained for the total energy is -142387.0956 eV. As for the spin multiplicity: 1. The LUMO energy comes out at -4.697 eV. As for the largest force on an atom: 0.024 hartree/bohr. As for the net charge: +1.

***

No. 7
Molecular formula: C9H14
Method: DFT, the ωB97M-V functional and the def2-TZVPD basis

Each line ends with the Löwdin charge.
Element x y z (Å)
1 C -1.524 2.178 -0.508  -0.049
2 C -0.795 1.444 0.574  -0.314
3 C 0.302 1.941 1.253  -0.062
4 C 0.965 1.114 2.130  -0.115
5 C 0.464 -0.099 2.616  -0.090
6 C -0.701 -0.547 1.999  -0.076
7 C -1.243 0.172 0.895  -0.067
8 H -2.433 1.605 -0.775  0.080
9 H -0.772 2.345 -1.274  0.085
10 H -1.969 3.063 -0.049  0.083
11 H 0.740 2.935 1.150  0.116
12 H 1.851 1.483 2.648  0.101
13 H 1.206 -0.496 3.302  0.100
14 H -1.289 -1.394 2.332  0.094
15 H -2.192 -0.149 0.432  0.111
16 C 0.209 -2.025 -2.258  -0.196
17 C 1.648 -1.708 -2.021  -0.189
18 H -0.532 -1.449 -1.575  0.079
19 H -0.057 -2.179 -3.285  0.050
20 H -0.083 -2.987 -1.782  0.066
21 H 2.225 -2.446 -2.625  0.072
22 H 2.008 -0.708 -2.149  0.051
23 H 1.974 -2.094 -1.030  0.071

The value obtained for the total energy is -9558.8789 eV. As for the spin multiplicity: 1. The LUMO energy comes out at 1.014 eV. The structure (SMILES) is Cc1ccccc1.CC. As for the largest force on an atom: 0.071 hartree/bohr.

***

No. 8
Molecular formula: C3H3N3O2
Method: DFT, the ωB97M-V functional and the def2-TZVPD basis

Each line ends with the Löwdin charge.
Element x y z (Å)
1 C -0.817 0.609 -0.007  -0.207
2 C 1.269 -1.806 0.674  -0.534
3 C 0.615 2.246 -0.575  0.047
4 N 0.333 0.150 -0.285  -0.072
5 N 1.109 1.167 -0.719  -0.033
6 N -1.776 -0.295 0.201  0.082
7 O 0.753 -1.622 1.679  0.172
8 O 1.920 -2.259 -0.154  0.188
9 H 1.003 3.211 -1.104  0.101
10 H -2.801 -0.076 0.264  0.122
11 H -1.607 -1.326 0.025  0.134

The value obtained for the total energy is -11719.4376 eV. As for the spin multiplicity: 1. The LUMO energy (alpha / beta) comes out at -1.033 / -1.371 eV. As for the largest force on an atom: 0.096 hartree/bohr.

***

Which formula does entry 6 have?
C24H57BBrF2N2O13S

***

Which of these has the highest total energy?
C6H12O

***

Among the records above, which one has the lowest total energy?
C24H57BBrF2N2O13S